The following is a quantum chemistry calculation of a structure of composition C4H9Br2N2 at a distorted geometry, from the OMol25 dataset.

The geometry in XYZ format:
```
17
C4H9Br2N2 | the OMol25 dataset | ωB97M-V/def2-TZVPD
C -2.112 1.462 -0.249
C -0.651 0.930 -0.554
C 1.083 -1.163 -0.117
C 1.741 -2.289 0.546
N 0.040 -0.584 0.296
N 0.252 1.904 -0.332
Br -2.369 1.614 1.693
Br -3.465 0.340 -1.076
H -2.178 2.462 -0.671
H -0.612 0.489 -1.551
H 1.536 -0.799 -1.033
H 1.803 -3.124 -0.154
H 1.223 -2.612 1.445
H 2.770 -2.019 0.786
H -0.419 -0.883 1.154
H 0.164 2.475 0.498
H 1.193 1.799 -0.680
```

Its total charge is +1. As for the orbital gap: 10.3281 eV. The value obtained for the HOMO energy is -13.95 eV. The LUMO energy is -0.133 Eh. The calculation puts the calculated total energy at -5415.06983 Eh.

Here are the natural (NBO) charges for atoms 1 to 5, given in e: number 1, C, carries -0.388; number 2, C, carries 0.185; number 3, C, carries 0.263; number 4, C, carries -0.694; number 5, N, carries -0.501